Record 1
# C5H12N2O

The molecule C5H12N2O (ωB97M-V/def2-TZVPD, the Open Molecules 2025 dataset).

Positions of all 20 atoms, in Å:
C1 1.231 1.422 -1.941
N1 1.818 0.354 -1.582
C2 1.927 0.023 -0.183
C3 0.809 -0.890 0.352
C4 -0.548 -0.165 0.305
N2 -0.467 1.050 1.078
C5 -1.703 -1.111 0.673
O1 -2.910 -0.274 0.555
H1 1.053 2.276 -1.282
H2 1.189 1.480 -3.038
H3 2.124 0.869 0.480
H4 2.870 -0.550 -0.154
H5 0.635 -1.562 -0.518
H6 0.967 -1.445 1.272
H7 -0.858 0.149 -0.721
H8 -0.027 0.852 1.972
H9 -1.384 1.437 1.274
H10 -1.741 -1.989 0.017
H11 -1.754 -1.384 1.740
H12 -3.230 -0.541 -0.299

Output
- SMILES = C=NCC[C@H](N)CO
- E_tot (eV) = -10405.689
- energy above the lowest of the compared OMol25 structures with the same formula, charge and spin (eV) = 2.7345


Record 2
# C3H9NO3P

A cluster of 2 separate species, C3H9NO3P in total (ωB97M-V/def2-TZVPD, the Open Molecules 2025 dataset).

Positions of all 17 atoms, in Å:
C1 1.291 0.465 -1.032
C2 2.305 0.658 0.043
C3 -1.355 0.601 1.141
N1 2.408 0.113 1.161
O1 -3.711 -0.120 0.070
O2 -1.646 -1.227 -0.802
O3 -2.272 1.264 -1.456
P1 -2.132 0.069 -0.224
H1 1.895 0.599 -1.877
H2 0.710 -0.518 -0.973
H3 0.538 1.296 -0.961
H4 -3.095 1.224 -1.849
H5 2.881 1.494 -0.178
H6 -1.259 1.638 1.412
H7 -0.486 0.061 1.281
H8 -4.139 0.276 0.880
H9 1.660 -0.576 1.559

Output
- E_tot (eV) = -20179.775
- energy above the lowest of the compared OMol25 structures with the same formula, charge and spin (eV) = 2.6808
- net charge = -1


Record 3
# C5H8N2

The molecule C5H8N2 (ωB97M-V/def2-TZVPD, the Open Molecules 2025 dataset).

Positions of all 15 atoms, in Å:
C1 -0.637 -1.045 -0.902
C2 0.411 -0.314 -0.064
C3 1.794 -0.178 -0.670
N1 -0.231 0.935 0.400
C4 -0.416 1.008 1.692
C5 -1.645 1.614 2.104
N2 -2.714 1.650 2.560
H1 -0.359 -2.096 -0.998
H2 -0.761 -0.627 -1.908
H3 -1.606 -1.003 -0.390
H4 1.812 0.309 -1.649
H5 2.438 0.372 0.021
H6 2.213 -1.183 -0.784
H7 -0.820 1.420 -0.284
H8 0.521 -0.861 0.872

Output
- E_tot (eV) = -8292.272
- energy above the lowest of the compared OMol25 structures with the same formula, charge and spin (eV) = 2.7239


Max |F| list, top to bottom, in eV Å⁻¹: 3.59; 3.72; 0.85